DFT (wB97M-V/def2-TZVPD) results for 8 unconnected molecules or ions with the total composition C28H40F15NO16 in a non-equilibrium geometry.

2S+1: 1
Lowest unoccupied orbital energy: -0.2514 eV
HOMO-LUMO gap: 10.57 eV
HOMO energy: -10.82 eV
SMILES: CCOC(=O)C(F)(F)F.CCOC(=O)C(F)(F)F.CCOC(=O)C(F)(F)F.CCOC(=O)C(F)(F)F.CCOC(=O)C(F)(F)F.COC(=O)OC.COC(=O)OC.CC#N

Each line ends with the Löwdin charge.
Atoms and positions in Å:
1 C 2.7881 -5.4660 -4.3250  -0.0547
2 C 2.2931 -6.8135 -3.6643  -0.1510
3 O 1.2304 -6.4202 -2.7332  -0.0174
4 C 0.6414 -7.2642 -1.8514  -0.3303
5 O 1.0384 -8.4147 -1.6572  0.1339
6 C -0.6311 -6.6101 -1.2313  -0.5183
7 F -0.1850 -5.8143 -0.2776  0.1787
8 F -1.3435 -5.9367 -2.2363  0.1116
9 F -1.3774 -7.4928 -0.6031  0.1917
10 H 2.1015 -4.9401 -4.9885  0.0733
11 H 3.7164 -5.7395 -4.8266  0.0724
12 H 3.0030 -4.7502 -3.5316  0.0679
13 H 3.0500 -7.4089 -3.1538  0.1217
14 H 1.8808 -7.3972 -4.4874  0.1201
15 C 2.6254 -0.0585 -3.2176  -0.0614
16 C 2.4542 1.4580 -3.2932  -0.1744
17 O 2.4417 2.0900 -4.6202  0.0294
18 C 1.3382 1.9421 -5.3546  -0.3151
19 O 0.3097 1.3025 -5.0484  0.0963
20 C 1.4707 2.7807 -6.7149  -0.6226
21 F 2.7487 3.0787 -6.8786  0.1705
22 F 1.1760 2.0211 -7.7324  0.1890
23 F 0.7235 3.8316 -6.8033  0.2167
24 H 3.5875 -0.3903 -3.6080  0.0804
25 H 1.8566 -0.6335 -3.7337  0.0697
26 H 2.4227 -0.4224 -2.2104  0.0800
27 H 3.2459 1.9565 -2.7339  0.1227
28 H 1.6203 1.7805 -2.6697  0.1160
29 C -4.9303 2.3078 -6.0819  -0.0654
30 C -4.3267 3.1510 -4.9735  -0.2376
31 O -4.9470 4.3597 -4.6762  0.0240
32 C -6.2926 4.4945 -4.4931  -0.2798
33 O -7.1346 3.5808 -4.5536  0.1233
34 C -6.9080 5.8897 -4.1958  -0.5463
35 F -5.9199 6.7686 -3.9780  0.1594
36 F -7.6610 6.3017 -5.1925  0.1845
37 F -7.7855 5.8930 -3.1617  0.1492
38 H -5.2275 2.8355 -6.9882  0.0896
39 H -5.7539 1.7818 -5.5990  0.0696
40 H -4.2529 1.4949 -6.3437  0.0800
41 H -3.2952 3.4185 -5.2028  0.1237
42 H -4.2694 2.5114 -4.0928  0.1266
43 C -0.2016 5.0088 4.4645  -0.0423
44 C 0.1483 3.6283 3.7823  -0.1554
45 O 1.4809 3.2289 4.1159  0.0264
46 C 1.8564 2.7044 5.2644  -0.3747
47 O 1.1950 2.5749 6.3012  0.1430
48 C 3.3041 2.3618 5.2839  -0.5924
49 F 3.5872 1.3611 6.0614  0.2086
50 F 3.7622 2.0841 4.0602  0.1699
51 F 3.9718 3.4205 5.7973  0.1584
52 H -1.0678 5.4003 3.9312  0.0696
53 H 0.6441 5.6956 4.5000  0.0778
54 H -0.4768 4.9849 5.5190  0.0683
55 H 0.1066 3.7539 2.7003  0.1152
56 H -0.5279 2.7818 3.9017  0.1266
57 C -4.0326 -3.4226 3.2348  -0.0723
58 C -4.5529 -3.9447 4.5112  -0.2376
59 O -3.7732 -4.9971 4.9829  0.0373
60 C -3.8185 -6.2012 4.4390  -0.3672
61 O -4.5757 -6.6701 3.5913  0.1499
62 C -2.7964 -7.0497 5.2078  -0.4835
63 F -3.4315 -7.9595 6.0624  0.1229
64 F -2.1035 -7.5932 4.1761  0.1433
65 F -1.9062 -6.3581 5.8922  0.1824
66 H -4.2707 -2.3796 3.0259  0.0818
67 H -4.4210 -3.9643 2.3723  0.0826
68 H -2.9432 -3.4246 3.2001  0.0929
69 H -5.6301 -4.1068 4.5488  0.1376
70 H -4.4014 -3.1635 5.2562  0.1290
71 C 7.8906 -5.5453 5.8436  -0.0614
72 O 6.7421 -4.7439 5.7153  -0.0070
73 C 6.6158 -4.0199 4.5704  -0.5726
74 O 7.4029 -3.9500 3.6375  0.1122
75 O 5.4148 -3.4854 4.6199  0.0036
76 C 4.7164 -3.1358 3.4575  -0.0503
77 H 8.7541 -5.1735 5.2919  0.0931
78 H 7.6662 -6.5632 5.5249  0.0967
79 H 8.1265 -5.5400 6.9077  0.0937
80 H 4.6981 -3.9280 2.7091  0.1018
81 H 5.1952 -2.2646 3.0106  0.0934
82 H 3.7121 -2.7749 3.6793  0.0967
83 C 0.1389 9.3855 1.4181  -0.0163
84 O 0.2760 8.0745 0.8416  0.0149
85 C 0.0676 7.8555 -0.4148  -0.5435
86 O -0.6599 8.5602 -1.1543  0.0731
87 O 0.3067 6.5190 -0.6883  -0.0501
88 C -0.3004 5.8458 -1.7847  -0.0442
89 H 0.7388 9.4232 2.3274  0.0947
90 H -0.8738 9.6634 1.7102  0.0953
91 H 0.4083 10.1572 0.6969  0.0973
92 H 0.4047 6.0289 -2.5956  0.0964
93 H -1.2897 6.2715 -1.9523  0.0938
94 H -0.3812 4.7876 -1.5359  0.0879
95 C -1.6905 -0.7532 -1.1147  -0.0598
96 C -0.8163 -0.7250 0.1169  -0.2624
97 N -0.1897 -0.6148 1.0708  0.1109
98 H -1.6729 -1.6760 -1.6946  0.0747
99 H -1.3444 -0.0210 -1.8443  0.0662
100 H -2.7053 -0.4695 -0.8357  0.0756